DFT (ωB97M-V/def2-TZVPD) results for a structure of composition C4H3IrO.

Geometry as ORCA input:
```
! wB97M-V def2-TZVPD RIJCOSX def2/J DEFGRID3
* xyz 2 5
C 0.107 -2.017 1.583
C 0.081 -0.896 0.883
C 0.048 0.218 0.252
C -0.069 1.308 -0.531
H 0.363 -1.994 2.643
H -0.162 -2.972 1.129
H 0.449 2.257 -0.287
O -0.223 1.179 -1.831
Ir -0.546 -0.689 -1.902
*
```

Properties
ΔE to the lowest compared entry with this formula, charge and spin ... 0.0 kcal per mole
⟨S²⟩ ... 6.04
LUMO level (spin up / spin down) ... -0.430 / -0.484 Eh
Electronic energy ... -332.7296 Ha